1.
DFT (ωB97M-V/def2-TZVPD) results for C2HF3O2 as an isolated structure.

The LUMO energy is 0.914 eV. Its energy relative to the best compared isomer or geometry (same formula, charge and spin) is 91.8 kJ/mol. The maximum force is 0.80 eV Å⁻¹. Its HOMO energy is -12.97 eV.

Last column: Mulliken charge in e.
Geometry (Å):
C 0.847 -0.483 0.125  0.326
C -0.767 0.506 -0.118  0.828
O -0.073 0.107 1.005  -0.376
O 0.143 -0.032 -1.002  -0.376
F 0.855 -1.813 0.218  -0.215
F -0.892 1.824 -0.223  -0.235
F -1.992 0.012 -0.216  -0.233
H 1.878 -0.121 0.211  0.281

2.
DFT (ωB97M-V/def2-TZVPD) results for C2HF6HfNO4S6Sb as an isolated structure.

Its net charge is -1. The LUMO energy is -0.388 eV. Its energy relative to the best compared isomer or geometry (same formula, charge and spin) is 203.9 kJ/mol. The maximum force is 11.09 eV Å⁻¹. Its HOMO energy is -4.85 eV.

Last column: Mulliken charge in e.
Geometry (Å):
Hf 1.759 1.452 -0.004  0.874
S 4.949 4.643 1.729  -0.633
Sb 4.253 3.946 -0.053  1.029
S 4.461 1.549 -0.004  -0.522
S 1.855 4.155 -0.004  -0.562
S 5.377 5.070 -1.920  -0.619
F -3.543 0.643 0.798  -0.171
C -2.932 0.431 -0.423  0.581
F -3.506 -0.662 -1.044  -0.128
F -3.102 1.549 -1.216  -0.177
S -1.158 0.131 -0.168  1.116
O -0.391 1.452 -0.004  -0.476
O -0.445 -0.476 -1.386  -0.545
N -0.636 -0.828 1.224  -0.306
S -1.347 -2.445 1.114  0.937
O -0.898 -3.126 2.415  -0.631
O -2.849 -2.257 1.379  -0.602
C -0.974 -3.480 -0.333  0.653
F -1.793 -3.124 -1.386  -0.178
F -1.186 -4.808 -0.016  -0.189
F 0.348 -3.305 -0.695  -0.205
H 1.759 -0.510 -0.004  -0.248

3.
DFT (ωB97M-V/def2-TZVPD) results for C2HF6NO4S2Tm as an isolated structure.

Its net charge is +1. The LUMO energy (alpha / beta) is -6.755 / -7.432 eV. Its energy relative to the best compared isomer or geometry (same formula, charge and spin) is 0.0 kJ/mol. As for the spin multiplicity: 3. The maximum force is 3.32 eV Å⁻¹. Its HOMO energy (alpha / beta) is -15.14 / -15.14 eV.

Last column: Mulliken charge in e.
Geometry (Å):
N 0.069 0.389 -0.310  -0.505
S -1.152 -0.610 -0.738  0.972
O -1.569 -0.237 -2.077  -0.613
O -0.853 -1.992 -0.400  -0.551
C -2.564 -0.094 0.377  0.692
F -3.631 -0.779 0.007  -0.177
F -2.792 1.226 0.292  -0.231
F -2.271 -0.390 1.629  -0.196
S 1.196 0.026 0.790  1.353
O 0.799 -0.691 1.981  -0.497
O 1.839 1.368 0.913  -0.646
C 2.509 -1.027 -0.045  0.666
F 2.093 -2.268 -0.136  -0.150
F 2.764 -0.541 -1.240  -0.235
F 3.587 -0.965 0.710  -0.181
H -0.742 3.781 -1.269  -0.138
Tm 0.718 2.806 -0.484  1.437

Look up the energy relative to the best compared isomer or geometry (same formula, charge and spin) of the first one.
91.8 kJ/mol

Which value of maximum force does entry 1 give?
0.80 eV Å⁻¹

Which value of maximum force does entry 3 give?
3.32 eV Å⁻¹

Number 2 is which compound?
C2HF6HfNO4S6Sb